(1)
Formula: C19H20N4O4S2
Source: OMol25
Level of theory: ωB97M-V with the def2-TZVPD basis set

Atoms and positions in Å:
1 C -4.850 -1.099 -1.222
2 H -5.484 -0.217 -1.206
3 C -3.414 -0.701 -1.536
4 N -2.933 0.286 -0.590
5 C -2.838 -0.041 0.779
6 C -2.526 -1.324 1.222
7 C -2.422 -1.582 2.578
8 C -2.613 -0.569 3.501
9 C -2.920 0.709 3.062
10 C -3.040 0.973 1.710
11 H -3.273 1.964 1.357
12 H -3.074 1.503 3.776
13 H -2.525 -0.775 4.557
14 H -2.182 -2.581 2.910
15 H -2.361 -2.123 0.516
16 S -1.684 1.248 -1.145
17 O -1.522 2.370 -0.272
18 O -1.903 1.501 -2.538
19 C -0.267 0.164 -0.960
20 C 0.138 -0.598 -2.038
21 C 1.175 -1.500 -1.876
22 C 1.796 -1.624 -0.637
23 C 1.361 -0.866 0.447
24 C 0.322 0.034 0.284
25 H -0.021 0.650 1.100
26 H 1.824 -0.983 1.416
27 C 2.879 -2.635 -0.475
28 O 2.757 -3.797 -0.775
29 N 4.059 -2.178 0.076
30 C 4.468 -0.898 0.304
31 N 5.489 -0.565 1.029
32 N 5.563 0.781 0.991
33 C 4.602 1.204 0.245
34 C 4.242 2.602 -0.035
35 H 4.227 2.812 -1.102
36 H 4.951 3.250 0.476
37 S 2.554 2.960 0.618
38 C 1.628 3.015 -0.939
39 H 1.780 2.090 -1.488
40 H 0.579 3.115 -0.675
41 H 1.951 3.874 -1.521
42 O 3.856 0.171 -0.248
43 H 4.745 -2.883 0.322
44 H 1.513 -2.109 -2.701
45 H -0.354 -0.461 -2.988
46 H -3.363 -0.212 -2.510
47 H -2.768 -1.590 -1.563
48 H -5.214 -1.783 -1.983
49 H -4.910 -1.586 -0.252

As for the frontier orbital gap: 0.3233 Ha. Its charge is 0. The energy above the lowest of the compared OMol25 structures with the same formula, charge and spin is 2.589 eV. As for the SMILES: CCN(c1ccccc1)S(=O)(=O)c1ccc(C(=O)Nc2nnc(CSC)o2)cc1.

***

(2)
Formula: C6H8BrN2
Source: OMol25
Level of theory: ωB97M-V with the def2-TZVPD basis set

Atoms and positions in Å:
1 C 0.531 1.648 -0.288
2 C 1.538 0.742 -0.392
3 C -0.823 1.408 0.107
4 C -1.452 0.276 0.092
5 C 0.385 -1.359 -0.051
6 C 0.188 -2.738 -0.032
7 N 1.455 -0.654 -0.151
8 N -1.447 2.632 0.385
9 Br -2.991 -0.644 0.129
10 H 0.679 2.733 -0.492
11 H 2.639 1.044 -0.637
12 H -0.607 -3.212 0.677
13 H -0.055 -3.038 -1.049
14 H 1.059 -3.476 0.243
15 H 2.334 -1.263 -0.277
16 H -1.028 3.148 1.178
17 H -2.407 2.755 0.558

As for the frontier orbital gap (alpha / beta): 0.2881 / 0.2882 Ha. Its charge is +1. The energy above the lowest of the compared OMol25 structures with the same formula, charge and spin is 5.142 eV.

***

(3)
Formula: C4H11O3
Source: OMol25
Level of theory: ωB97M-V with the def2-TZVPD basis set

Atoms and positions in Å:
1 C 0.840 -0.863 -1.442
2 C -0.562 -1.404 -1.073
3 C -0.714 -1.439 0.462
4 O -0.247 -0.344 1.214
5 C 0.889 0.690 -1.432
6 O 1.365 1.158 -0.186
7 H 1.573 -1.220 -0.722
8 H 1.072 -1.271 -2.447
9 H -0.876 -2.383 -1.416
10 H -1.310 -0.719 -1.486
11 H -1.738 -1.659 0.818
12 H -0.124 -2.329 0.777
13 H -0.120 1.114 -1.615
14 H 1.687 0.982 -2.140
15 H 0.425 0.313 0.630
16 H -1.066 0.954 2.120
17 H -0.562 2.354 1.600
18 O -1.253 1.922 2.187

As for the frontier orbital gap: 0.2849 Ha. Its charge is -1. The energy above the lowest of the compared OMol25 structures with the same formula, charge and spin is 0.772 eV.

***

(4)
Formula: FFePt
Source: OMol25
Level of theory: ωB97M-V with the def2-TZVPD basis set

Atoms and positions in Å:
1 Fe -1.464 1.230 -0.168
2 Pt 2.088 -0.723 0.168
3 F -0.624 -0.506 0.001

Its expectation value of S² is 12.0067. Its spin multiplicity is 7. As for the frontier orbital gap (alpha / beta): 0.3387 / 0.2291 Ha. Its charge is +3.

***

(5)
Formula: C23H33AsCl4FeN6O3
Source: OMol25
Level of theory: ωB97M-V with the def2-TZVPD basis set

Atoms and positions in Å:
1 Fe -0.388 0.473 -0.328
2 Cl -7.274 -0.608 -0.728
3 C -5.744 0.149 -0.654
4 C -5.670 1.584 -0.641
5 Cl -7.115 2.492 -0.752
6 C -4.462 2.220 -0.538
7 Cl -4.327 3.933 -0.505
8 C -3.257 1.467 -0.443
9 O -2.117 1.973 -0.279
10 C -3.330 0.014 -0.554
11 O -2.233 -0.611 -0.578
12 C -4.602 -0.610 -0.611
13 Cl -4.639 -2.330 -0.642
14 C -0.907 0.424 4.627
15 C -1.286 1.509 3.849
16 C -1.165 1.414 2.474
17 N -0.689 0.316 1.866
18 C -0.337 -0.727 2.620
19 C -0.430 -0.714 4.001
20 H -0.989 0.466 5.706
21 H -1.680 2.411 4.296
22 H -1.468 2.226 1.825
23 H 0.024 -1.597 2.084
24 H -0.136 -1.585 4.570
25 C 0.243 4.079 -0.652
26 As 0.207 2.536 -1.834
27 C -0.952 3.263 -3.213
28 C 1.945 2.762 -2.683
29 H 0.518 4.967 -1.221
30 H 0.967 3.924 0.147
31 H -0.752 4.212 -0.230
32 H -0.501 4.170 -3.613
33 H -1.916 3.502 -2.765
34 H -1.102 2.546 -4.019
35 H 2.007 3.756 -3.127
36 H 2.092 2.016 -3.463
37 H 2.727 2.648 -1.933
38 C 0.096 -4.988 0.596
39 C -1.139 -4.192 0.242
40 N -0.735 -2.815 0.004
41 C 0.372 -2.506 -0.727
42 N 0.551 -1.256 -1.098
43 C 1.718 -0.929 -1.914
44 C 2.176 -2.102 -2.755
45 C 2.419 -3.276 -1.836
46 N 1.250 -3.507 -0.994
47 C 1.052 -4.895 -0.573
48 H -0.146 -6.031 0.796
49 H 0.557 -4.562 1.491
50 H -1.871 -4.196 1.047
51 H -1.619 -4.625 -0.644
52 H -1.485 -2.136 -0.090
53 H 2.542 -0.592 -1.272
54 H 1.454 -0.087 -2.553
55 H 3.091 -1.856 -3.295
56 H 1.406 -2.357 -3.487
57 H 3.301 -3.099 -1.211
58 H 2.597 -4.187 -2.409
59 H 2.030 -5.300 -0.305
60 H 0.673 -5.480 -1.416
61 C 4.861 1.346 2.066
62 N 3.789 1.065 1.131
63 C 2.492 1.394 1.305
64 N 2.152 1.945 2.494
65 O 1.655 1.188 0.413
66 H 5.781 0.923 1.673
67 H 4.671 0.880 3.034
68 H 5.014 2.419 2.205
69 H 4.012 0.721 0.213
70 H 2.831 2.211 3.183
71 H 1.194 2.215 2.631

Its expectation value of S² is 8.7762. Its spin multiplicity is 6. As for the frontier orbital gap (alpha / beta): 0.2868 / 0.2497 Ha. Its charge is +1. The energy above the lowest of the compared OMol25 structures with the same formula, charge and spin is 0.671 eV.

***

(6)
Formula: C48H64N2O2SeZr
Source: OMol25
Level of theory: ωB97M-V with the def2-TZVPD basis set

Atoms and positions in Å:
1 Zr -0.772 -1.213 0.132
2 C 4.994 1.055 -4.746
3 C 4.610 1.552 -3.345
4 C 5.762 1.256 -2.387
5 C 4.382 3.069 -3.376
6 C 3.314 0.869 -2.904
7 C 3.233 0.068 -1.778
8 C 2.006 -0.479 -1.426
9 Se 1.917 -1.699 0.063
10 C 1.807 -0.521 1.602
11 C 2.811 0.409 1.854
12 C 2.717 1.227 2.962
13 C 1.607 1.054 3.804
14 C 0.583 0.147 3.583
15 C 0.704 -0.647 2.438
16 O -0.325 -1.470 2.005
17 C -0.611 0.004 4.539
18 C -1.921 0.399 3.841
19 C -0.692 -1.452 5.023
20 C -0.463 0.911 5.763
21 C 3.758 2.295 3.293
22 C 3.073 3.668 3.262
23 C 4.332 2.031 4.692
24 C 4.906 2.301 2.285
25 C 0.859 -0.274 -2.184
26 O -0.322 -0.816 -1.687
27 C 0.912 0.460 -3.367
28 C 2.151 1.024 -3.667
29 C -0.287 0.593 -4.316
30 C -0.677 -0.805 -4.814
31 C 0.048 1.454 -5.537
32 C -1.478 1.235 -3.600
33 H 5.923 1.528 -5.070
34 H 4.230 1.295 -5.489
35 H 5.146 -0.026 -4.753
36 H 6.652 1.792 -2.718
37 H 6.016 0.192 -2.359
38 H 5.544 1.588 -1.367
39 H 5.292 3.578 -3.700
40 H 4.121 3.445 -2.383
41 H 3.584 3.351 -4.066
42 H 4.112 -0.146 -1.185
43 H 3.665 0.469 1.194
44 H 1.544 1.680 4.683
45 H -2.142 -0.236 2.979
46 H -1.903 1.443 3.516
47 H -2.748 0.293 4.547
48 H -0.842 -2.146 4.197
49 H -1.526 -1.568 5.720
50 H 0.222 -1.738 5.546
51 H -0.435 1.970 5.493
52 H 0.431 0.679 6.346
53 H -1.325 0.766 6.417
54 H 2.262 3.736 3.991
55 H 2.662 3.875 2.270
56 H 3.793 4.455 3.496
57 H 3.562 2.060 5.466
58 H 5.073 2.792 4.941
59 H 4.820 1.054 4.738
60 H 4.557 2.524 1.272
61 H 5.442 1.349 2.267
62 H 5.624 3.074 2.558
63 H 2.226 1.614 -4.569
64 H 0.152 -1.272 -5.350
65 H -1.523 -0.732 -5.502
66 H -0.965 -1.463 -3.990
67 H 0.857 1.031 -6.136
68 H 0.318 2.476 -5.261
69 H -0.832 1.509 -6.180
70 H -1.856 0.605 -2.797
71 H -2.288 1.389 -4.318
72 H -1.216 2.211 -3.178
73 C -2.961 -4.115 2.612
74 C -2.252 -4.780 1.454
75 C -1.845 -6.101 1.586
76 C -1.143 -6.738 0.575
77 C -0.828 -6.060 -0.590
78 C -1.211 -4.737 -0.777
79 C -0.880 -4.041 -2.078
80 C -1.931 -4.137 0.254
81 N -2.317 -2.740 0.116
82 C -3.537 -2.350 0.097
83 C -4.716 -3.230 -0.088
84 C -3.781 -0.837 0.150
85 C -5.112 -0.388 0.637
86 N -2.777 -0.098 -0.153
87 C -2.919 1.312 -0.424
88 C -3.990 1.788 -1.184
89 C -5.016 0.926 -1.882
90 C -4.053 3.164 -1.399
91 C -3.084 4.019 -0.909
92 C -1.983 3.505 -0.237
93 C -1.876 2.144 -0.014
94 C -0.621 1.588 0.599
95 H -2.542 -4.470 3.552
96 H -4.025 -4.362 2.631
97 H -2.863 -3.028 2.618
98 H -2.073 -6.630 2.503
99 H -0.835 -7.769 0.698
100 H -0.286 -6.563 -1.381
101 H -0.846 -4.767 -2.888
102 H 0.100 -3.558 -2.058
103 H -1.611 -3.284 -2.362
104 H -4.414 -4.240 -0.350
105 H -5.346 -2.808 -0.873
106 H -5.322 -3.266 0.821
107 H -5.255 -0.848 1.621
108 H -5.927 -0.733 0.000
109 H -5.163 0.691 0.737
110 H -4.732 -0.125 -1.953
111 H -5.138 1.285 -2.903
112 H -5.996 0.984 -1.404
113 H -4.876 3.559 -1.985
114 H -3.167 5.085 -1.079
115 H -1.192 4.163 0.100
116 H -0.054 2.335 1.152
117 H 0.067 1.226 -0.180
118 H -0.838 0.833 1.366

As for the frontier orbital gap: 0.2365 Ha. Its charge is +2. The energy above the lowest of the compared OMol25 structures with the same formula, charge and spin is 0.107 eV.

***

(7)
Formula: C5H9NO4
Source: OMol25
Level of theory: ωB97M-V with the def2-TZVPD basis set

Atoms and positions in Å:
1 C -0.747 0.287 0.009
2 C -2.147 -0.379 -0.107
3 C 0.296 -0.386 1.094
4 C 1.618 0.313 1.032
5 C 2.215 -0.244 -0.230
6 H -0.699 2.098 -1.224
7 H -1.546 2.372 0.507
8 H -0.323 -0.085 -0.951
9 H -0.078 -0.287 2.036
10 H 0.342 -1.481 0.657
11 H 1.237 1.313 1.265
12 H 2.125 -0.070 1.881
13 H 3.726 0.907 0.015
14 H -3.970 0.194 -0.605
15 N -0.709 1.769 -0.018
16 O -2.526 -1.534 0.267
17 O 1.721 -1.033 -0.974
18 O 3.492 0.157 -0.505
19 O -3.094 0.549 -0.570

As for the frontier orbital gap: 0.3714 Ha. Its charge is 0. The energy above the lowest of the compared OMol25 structures with the same formula, charge and spin is 3.183 eV. As for the SMILES: N[C@@H](CCC(=O)O)C(=O)O.

***

(8)
Formula: C22H33N5O3
Source: OMol25
Level of theory: ωB97M-V with the def2-TZVPD basis set

Atoms and positions in Å:
1 C -1.360 1.701 1.915
2 C -0.951 0.824 3.091
3 H -1.618 0.999 3.937
4 C -1.019 -0.667 2.741
5 N -0.157 -1.012 1.643
6 C -0.503 -1.391 0.373
7 N 0.526 -1.580 -0.406
8 C 1.630 -1.321 0.361
9 C 2.978 -1.376 0.037
10 C 3.899 -1.082 1.032
11 C 3.481 -0.750 2.329
12 C 2.144 -0.690 2.659
13 C 1.217 -0.967 1.666
14 H 1.844 -0.446 3.667
15 H 4.229 -0.541 3.074
16 N 5.257 -1.137 0.685
17 C 6.363 -0.922 1.451
18 O 6.344 -0.615 2.622
19 C 7.661 -1.152 0.673
20 C 7.955 -2.655 0.680
21 H 7.142 -3.219 0.225
22 H 8.082 -3.001 1.704
23 H 8.870 -2.862 0.130
24 C 8.801 -0.372 1.319
25 H 8.874 -0.636 2.371
26 H 9.744 -0.598 0.828
27 H 8.616 0.697 1.250
28 H 7.528 -0.815 -0.361
29 H 5.417 -1.392 -0.280
30 H 3.288 -1.645 -0.961
31 C -1.907 -1.621 -0.072
32 N -2.610 -0.368 -0.320
33 C -2.061 0.313 -1.484
34 C -2.733 1.673 -1.661
35 N -4.166 1.502 -1.762
36 C -4.787 1.698 -2.948
37 O -4.253 2.180 -3.919
38 O -6.089 1.320 -2.910
39 C -6.845 1.600 -4.086
40 C -7.313 3.048 -4.124
41 H -6.453 3.710 -4.177
42 H -7.887 3.283 -3.230
43 H -7.936 3.207 -4.999
44 H -6.230 1.382 -4.966
45 H -7.692 0.912 -4.043
46 C -4.732 0.779 -0.649
47 H -5.801 0.645 -0.808
48 C -4.037 -0.576 -0.500
49 H -4.433 -1.091 0.379
50 H -4.250 -1.192 -1.391
51 H -4.570 1.370 0.259
52 H -2.383 2.157 -2.573
53 H -2.518 2.310 -0.798
54 H -0.988 0.442 -1.337
55 H -2.211 -0.286 -2.398
56 H -1.861 -2.247 -0.978
57 H -2.451 -2.174 0.699
58 H -0.728 -1.262 3.614
59 H -2.043 -0.924 2.464
60 H 0.062 1.081 3.401
61 H -0.647 1.599 1.101
62 H -1.390 2.745 2.215
63 H -2.339 1.405 1.547

As for the frontier orbital gap: 0.3177 Ha. Its charge is 0. The energy above the lowest of the compared OMol25 structures with the same formula, charge and spin is 0.000 eV. As for the SMILES: CCCn1c(CN2CCN(C(=O)OCC)CC2)nc2cc(NC(=O)C(C)C)ccc21.

***

(9)
Formula: CH4FN2
Source: OMol25
Level of theory: ωB97M-V with the def2-TZVPD basis set

Atoms and positions in Å:
1 C 0.317 0.981 -0.104
2 N -0.846 -0.496 -1.279
3 N 0.995 0.683 0.919
4 F 0.152 2.146 -0.573
5 H -1.173 -1.102 -0.530
6 H -1.583 0.118 -1.613
7 H 1.089 -0.284 1.233
8 H 1.502 1.397 1.457

As for the frontier orbital gap (alpha / beta): 0.3633 / 0.3633 Ha. Its charge is +1. The energy above the lowest of the compared OMol25 structures with the same formula, charge and spin is 4.181 eV.

***

(10)
Formula: C7H6N2O3S
Source: OMol25
Level of theory: ωB97M-V with the def2-TZVPD basis set

Atoms and positions in Å:
1 C -1.736 0.711 1.459
2 C -2.954 0.639 0.973
3 C -1.381 -0.745 -0.194
4 C 1.177 0.025 -0.456
5 C 0.583 0.511 0.627
6 C 2.609 0.610 -0.779
7 C 0.802 -1.370 -0.981
8 N -0.817 -0.079 0.843
9 N -0.677 -1.506 -1.056
10 O 2.981 0.545 -1.933
11 O 3.116 1.327 0.229
12 O 0.885 1.414 1.424
13 S -3.091 -0.550 -0.346
14 H -1.459 1.197 2.423
15 H -3.833 1.192 1.292
16 H 1.199 -1.554 -2.000
17 H 1.382 -2.101 -0.440
18 H -1.052 -1.714 -1.990
19 H 2.268 1.448 0.905

As for the frontier orbital gap: 0.2917 Ha. Its charge is 0. The energy above the lowest of the compared OMol25 structures with the same formula, charge and spin is 0.844 eV.

***

(11)
Formula: C24H31IN5O3Ti
Source: OMol25
Level of theory: ωB97M-V with the def2-TZVPD basis set

Atoms and positions in Å:
1 Ti -0.626 0.793 -0.122
2 C 2.254 2.884 -2.907
3 C 2.192 1.384 -2.977
4 N 3.174 0.767 -3.633
5 C 3.145 -0.568 -3.686
6 C 2.152 -1.354 -3.146
7 C 2.242 -2.845 -3.248
8 O 2.338 -3.401 -1.923
9 C 1.076 -0.727 -2.463
10 C 0.020 -1.499 -1.925
11 N -0.985 -0.992 -1.160
12 C -2.086 -1.785 -0.870
13 C -2.063 -3.187 -0.809
14 C -3.193 -3.915 -0.471
15 C -4.392 -3.283 -0.180
16 C -4.456 -1.897 -0.242
17 C -3.323 -1.187 -0.585
18 I -3.448 0.903 -0.780
19 C 1.153 0.686 -2.367
20 O 0.232 1.371 -1.640
21 H 2.836 3.251 -3.749
22 H 2.763 3.213 -1.995
23 H 1.261 3.330 -2.924
24 H 3.974 -1.038 -4.206
25 H 3.125 -3.108 -3.832
26 H 1.365 -3.259 -3.757
27 H 2.591 -4.326 -2.007
28 H -0.021 -2.542 -2.208
29 H -1.145 -3.720 -1.027
30 H -3.131 -4.995 -0.436
31 H -5.272 -3.854 0.079
32 H -5.386 -1.382 -0.043
33 O -1.091 -0.246 1.608
34 C -1.901 -0.179 2.785
35 C -1.673 1.128 3.514
36 C -2.121 2.356 2.693
37 C -1.005 3.190 2.126
38 C -0.652 4.383 2.746
39 C 0.353 5.172 2.216
40 C 0.983 4.755 1.055
41 C 0.590 3.559 0.493
42 N -0.370 2.773 1.014
43 H -0.562 -1.160 1.555
44 H -1.641 -1.025 3.425
45 H -2.949 -0.287 2.491
46 H -0.615 1.208 3.781
47 H -2.228 1.092 4.452
48 H -2.732 3.007 3.316
49 H -2.766 2.030 1.874
50 H -1.182 4.689 3.637
51 H 0.628 6.103 2.693
52 H 1.758 5.342 0.583
53 H 1.035 3.205 -0.428
54 N 1.508 0.376 0.643
55 C 2.276 -0.896 0.699
56 C 1.757 -1.869 1.737
57 N 0.395 -2.327 1.412
58 H 2.013 0.984 -0.001
59 H 1.564 0.832 1.552
60 H 3.324 -0.686 0.921
61 H 2.239 -1.359 -0.288
62 H 1.735 -1.404 2.727
63 H 2.460 -2.703 1.785
64 H 0.138 -3.125 1.983
65 H 0.364 -2.635 0.441

Its expectation value of S² is 2.0301. Its spin multiplicity is 3. As for the frontier orbital gap (alpha / beta): 0.2101 / 0.2916 Ha. Its charge is +1. The energy above the lowest of the compared OMol25 structures with the same formula, charge and spin is 0.249 eV.